1.
Entry from OMol25: 17 unconnected molecules or ions with the total composition C32H34Br2Cl64P2 at a distorted geometry (ωB97M-V with the def2-TZVPD basis set).

Geometry as XYZ:
```
134
Properties=species:S:1:pos:R:3:forces:R:3
C -1.459 2.490 -1.347 -0.3 -0.7 0.6
C -2.288 1.252 -1.787 -0.2 0.7 -0.1
P -3.662 0.971 -0.555 -0.1 1.3 0.8
C -5.210 1.360 -1.513 0.7 -0.7 -0.1
P -3.849 -1.195 0.024 0.1 -0.6 -1.0
C -2.037 -1.417 0.280 -0.2 0.2 0.4
C -1.346 -0.335 1.110 0.6 0.3 -0.3
C -0.383 -0.892 2.159 -0.5 -0.3 0.1
C -1.177 -1.282 3.435 0.5 0.5 -0.1
C 0.541 -1.999 1.630 0.3 0.3 0.8
C 1.964 -1.515 1.311 0.5 0.0 -1.2
C 2.034 -1.466 -0.206 -0.5 1.2 1.1
C 2.843 -2.192 -0.953 0.8 -0.4 -1.0
C 2.313 -2.916 -2.154 0.7 1.0 -0.7
C 4.331 -2.302 -0.675 -1.0 -1.0 0.4
C -4.269 -3.029 0.470 -0.1 -0.8 0.8
Br -3.350 -4.253 -0.768 0.0 0.5 -0.1
C -4.063 -3.370 1.954 -0.1 -0.1 -0.2
C -5.234 -2.865 2.820 0.9 -0.4 -0.2
Br -3.788 -5.298 2.297 -0.1 0.2 0.2
H -1.801 3.389 -1.837 0.1 0.2 -0.4
H -0.392 2.338 -1.454 0.2 0.1 -0.3
H -1.654 2.651 -0.292 0.2 0.1 0.3
H -2.717 1.511 -2.750 -0.3 -0.3 -0.3
H -1.657 0.388 -1.964 0.1 -0.3 0.1
H -6.096 0.927 -1.059 0.0 0.0 0.2
H -5.106 0.959 -2.516 -0.2 0.0 -0.3
H -5.324 2.432 -1.554 -0.1 0.3 -0.1
H -4.637 -0.797 1.143 0.2 0.1 -0.1
H -4.434 -1.467 -1.267 0.0 -0.3 0.2
H -1.825 -2.371 0.741 -0.4 -0.4 0.0
H -1.593 -1.486 -0.704 0.0 0.0 -0.3
H -2.038 0.318 1.623 -0.3 0.2 0.0
H -0.773 0.310 0.449 0.0 0.2 -0.2
H 0.254 -0.063 2.441 0.2 0.2 0.1
H -0.908 -0.590 4.229 0.0 0.1 0.2
H -2.239 -1.132 3.287 -0.4 -0.3 0.0
H -0.946 -2.271 3.813 -0.2 -0.3 -0.1
H 0.172 -2.514 0.748 -0.3 0.0 -0.1
H 0.614 -2.757 2.405 0.0 -0.2 0.1
H 2.204 -0.569 1.777 0.0 0.2 0.4
H 2.639 -2.301 1.633 0.4 0.3 0.1
H 1.315 -0.798 -0.667 -1.1 -0.9 -0.2
H 1.602 -2.320 -2.723 -0.1 0.0 0.4
H 1.843 -3.842 -1.847 -0.3 -0.2 0.2
H 3.111 -3.189 -2.839 0.1 0.0 -0.2
H 4.500 -2.855 0.241 0.5 0.0 0.3
H 4.741 -1.305 -0.614 0.2 0.2 0.2
H 4.784 -2.832 -1.502 0.3 -0.1 0.0
H -5.322 -3.208 0.293 -0.2 0.0 -0.4
H -3.164 -2.918 2.338 0.5 -0.1 -0.1
H -5.782 -3.709 3.212 -0.5 0.0 -0.1
H -5.850 -2.192 2.239 -0.4 0.1 0.1
H -4.821 -2.355 3.681 -0.1 0.3 0.1
C 2.725 3.399 -1.477 0.0 0.1 0.0
Cl 2.709 1.650 -1.244 -0.1 -0.1 0.0
Cl 1.900 4.182 -0.118 0.0 0.0 0.0
Cl 4.402 3.949 -1.548 -0.3 0.0 -0.5
Cl 1.893 3.811 -2.981 0.0 0.0 0.0
C 0.084 0.307 7.526 0.0 0.0 0.0
Cl 0.571 -1.304 6.992 0.1 0.0 0.0
Cl 0.451 0.498 9.243 0.0 0.0 0.0
Cl 0.966 1.530 6.603 -0.1 -0.1 0.0
Cl -1.655 0.502 7.272 0.0 0.0 0.0
C -8.229 -0.191 1.350 0.0 0.0 -0.1
Cl -7.551 -1.110 -0.006 0.0 0.1 0.1
Cl -8.922 -1.328 2.515 -0.5 0.1 -0.7
Cl -6.954 0.747 2.134 0.0 0.0 -0.1
Cl -9.483 0.896 0.750 0.0 -0.1 0.0
C 5.210 -4.030 3.682 0.0 0.0 0.1
Cl 5.697 -3.962 5.377 0.0 0.0 -0.1
Cl 5.946 -2.682 2.809 0.0 0.0 0.0
Cl 5.740 -5.557 2.968 0.0 0.0 0.0
Cl 3.448 -3.909 3.584 0.0 -0.1 0.0
C 6.134 3.169 2.488 0.0 0.0 0.1
Cl 5.915 3.798 4.124 0.0 0.0 0.0
Cl 7.593 3.874 1.783 0.0 0.0 0.0
Cl 6.295 1.410 2.543 0.0 0.0 0.0
Cl 4.735 3.607 1.506 0.2 -0.1 0.4
C 6.270 -1.430 8.795 -0.1 0.0 0.0
Cl 6.737 -3.083 8.377 0.1 0.0 0.1
Cl 6.517 -1.169 10.524 0.0 0.0 0.0
Cl 7.260 -0.291 7.878 0.0 0.0 0.0
Cl 4.566 -1.184 8.397 0.0 0.0 0.0
C -8.187 -4.878 -2.062 -0.1 0.0 0.1
Cl -8.369 -4.307 -3.724 0.0 0.0 0.0
Cl -6.519 -4.668 -1.542 0.0 -0.1 -0.1
Cl -9.241 -3.934 -0.997 -0.1 -0.1 -0.1
Cl -8.622 -6.587 -1.964 0.0 0.0 0.0
C -0.184 -2.133 -4.809 0.0 0.0 0.0
Cl 1.225 -3.177 -5.020 -0.2 0.0 -0.1
Cl -1.118 -2.668 -3.410 -0.1 0.0 0.0
Cl 0.348 -0.465 -4.556 0.0 0.0 0.0
Cl -1.191 -2.219 -6.259 0.0 0.1 0.1
C 2.293 -4.540 -9.167 -0.1 0.0 -0.1
Cl 2.160 -3.880 -10.802 0.0 0.0 0.0
Cl 3.955 -4.363 -8.593 0.0 0.0 0.0
Cl 1.204 -3.666 -8.085 0.1 -0.1 -0.4
Cl 1.854 -6.251 -9.186 0.0 0.0 0.0
C 8.270 3.523 -3.219 0.0 0.0 -0.1
Cl 8.226 1.770 -3.009 0.0 0.0 0.0
Cl 7.450 4.295 -1.857 0.3 0.1 0.0
Cl 9.948 4.069 -3.281 0.0 0.0 0.0
Cl 7.449 3.958 -4.721 0.0 0.0 0.0
C 1.840 7.604 2.599 -0.1 0.1 -0.1
Cl 0.272 6.793 2.681 0.0 0.0 0.0
Cl 1.977 8.765 3.923 0.0 0.0 0.0
Cl 3.123 6.399 2.733 0.0 -0.1 0.0
Cl 1.985 8.454 1.054 -0.6 -0.1 0.0
C -3.870 -2.705 -9.678 0.0 0.0 0.0
Cl -4.033 -2.454 -11.419 0.0 0.0 0.0
Cl -2.203 -3.149 -9.300 0.0 0.0 -0.1
Cl -4.286 -1.214 -8.820 0.0 0.0 0.0
Cl -4.956 -4.000 -9.165 0.0 0.0 0.0
C -6.552 -1.988 6.344 -0.1 -0.1 0.1
Cl -6.445 -3.721 6.670 0.0 0.0 0.0
Cl -7.378 -1.181 7.681 0.0 0.0 0.0
Cl -4.921 -1.314 6.194 0.0 0.0 0.0
Cl -7.472 -1.733 4.846 0.5 0.0 0.9
C 8.807 6.517 6.109 0.0 0.0 0.0
Cl 8.610 7.162 7.742 0.0 0.0 0.0
Cl 10.257 7.209 5.373 0.0 0.0 0.0
Cl 8.968 4.759 6.186 0.0 0.0 0.0
Cl 7.396 6.937 5.134 0.0 0.0 0.0
C 6.121 9.850 0.941 0.0 0.0 0.0
Cl 5.897 10.179 -0.781 0.0 0.0 0.0
Cl 7.791 9.347 1.232 0.0 0.0 0.0
Cl 5.777 11.314 1.870 0.0 0.0 0.0
Cl 5.019 8.565 1.442 0.7 0.1 0.0
C -6.853 0.500 -13.080 0.0 0.0 0.0
Cl -6.431 -0.892 -14.085 0.0 0.0 0.0
Cl -5.811 1.864 -13.497 0.0 0.0 0.0
Cl -8.540 0.940 -13.362 0.0 0.0 0.0
Cl -6.626 0.085 -11.379 0.0 0.0 0.0
```
Positions in Å, forces in eV/Å.

## Properties
* strongest force on any atom: 1.7 eV/A
* Kohn-Sham gap: 0.26383 Eh
* HOMO energy: -7.23 eV
* spin multiplicity: 1
* E_tot: -36522.3694 Eh

Atomic partial charges in e from the Mulliken method, atoms 1 to 99: -0.96, -0.15, -0.01, -0.99, 0.60, -0.71, -1.36, 0.47, -1.50, -0.91, 0.32, -0.56, 0.31, -0.62, -1.20, -1.06, -0.10, 1.08, -0.64, -0.16, 0.51, -0.13, 0.39, 0.72, -0.08, 0.17, 0.35, 0.42, -0.30, 0.09, 0.86, -0.05, 0.84, 0.02, 0.84, 0.08, 0.25, 0.48, 0.36, 0.38, 0.45, -0.60, 0.62, -0.49, 0.38, 0.50, 0.11, 0.26, 0.46, 0.74, -0.72, 0.66, -0.14, -0.01, -0.08, 0.09, -0.01, 0.07, -0.10, 0.29, -0.07, -0.11, -0.06, -0.08, 0.27, -0.01, -0.09, -0.06, -0.09, 0.22, -0.02, -0.05, -0.11, -0.07, 0.11, -0.09, -0.10, -0.03, 0.15, 0.31, -0.10, -0.11, -0.08, -0.03, 0.27, -0.10, -0.02, -0.10, -0.10, 0.20, -0.13, 0.00, -0.08, -0.04, 0.28, -0.11, -0.11, 0.04, -0.10

=====

2.
Entry from OMol25: a molecular structure, C21H37ClN3O3PSSb at a distorted geometry (ωB97M-V with the def2-TZVPD basis set).

Geometry as XYZ:
```
68
Properties=species:S:1:pos:R:3:forces:R:3
C 5.439 -2.456 -1.263 0.2 0.1 0.1
C 5.811 -1.023 -0.884 -0.7 0.0 -0.5
O 5.091 -0.583 0.256 0.3 -0.1 0.0
C 5.012 0.837 0.295 -0.4 -0.2 -0.2
C 3.803 1.411 -0.499 -0.1 -0.1 0.4
C 2.737 0.368 -0.852 -0.1 0.1 -0.2
C 1.728 0.910 -1.878 0.7 -0.1 -0.5
C 0.811 -0.160 -2.493 0.3 0.2 0.1
Sb -1.009 -0.724 -1.373 0.8 -0.9 -0.5
C -2.952 -1.332 -0.490 -1.2 0.3 0.1
C -4.040 -1.574 -1.548 0.7 0.1 0.6
S -5.477 -2.541 -0.920 -0.4 0.3 0.0
C -5.376 -2.550 0.830 0.5 -0.1 -0.7
N -5.448 -3.666 1.450 0.0 -0.8 0.6
N -5.318 -3.382 2.810 -0.4 -0.9 0.1
C -5.182 -2.129 2.887 0.3 1.3 -0.1
O -5.205 -1.505 1.681 -0.1 0.2 -0.3
C -0.666 0.796 0.232 -0.6 -0.1 0.4
O -0.996 2.140 -0.178 0.6 -0.3 0.0
C -0.938 3.017 0.862 -0.1 -0.1 -0.2
C -2.086 3.653 1.260 -1.5 -0.1 -0.4
C -2.087 4.520 2.322 -0.3 0.7 0.6
C -0.919 4.791 2.993 0.2 0.6 0.8
C 0.241 4.170 2.603 0.5 0.0 0.2
C 0.220 3.294 1.551 1.3 -0.7 -0.5
C 0.175 -2.291 -0.337 0.1 -0.3 0.6
C -0.342 -2.890 0.955 0.8 0.2 -0.1
C -0.540 -1.929 2.120 -0.8 -0.4 0.0
Cl 0.950 -4.113 1.532 -0.1 -0.1 0.0
P -2.313 0.994 -2.775 -0.7 1.1 0.7
N -3.504 1.799 -2.056 -0.1 -0.3 -0.2
H 4.392 -2.667 -1.031 0.1 0.1 0.1
H 5.562 -2.589 -2.342 0.1 -0.1 0.1
H 6.087 -3.167 -0.745 -0.2 -0.1 0.0
H 5.519 -0.372 -1.723 0.3 0.0 0.0
H 6.895 -0.937 -0.716 -0.1 0.1 0.0
H 4.887 1.103 1.347 0.3 0.0 -0.1
H 5.953 1.236 -0.107 -0.1 0.2 0.3
H 3.331 2.154 0.157 0.1 0.1 -0.2
H 4.112 1.963 -1.394 0.1 -0.2 0.0
H 2.262 0.011 0.067 0.0 0.0 -0.1
H 3.201 -0.510 -1.315 0.0 0.1 0.1
H 1.209 1.807 -1.518 -0.2 -0.3 0.1
H 2.370 1.275 -2.700 -0.1 0.1 0.1
H 1.393 -1.085 -2.628 -0.1 0.0 0.1
H 0.536 0.149 -3.510 -0.3 0.0 0.2
H -1.332 -1.910 -2.671 -0.1 0.0 -0.1
H -3.294 -0.521 0.167 0.1 -0.1 0.0
H -2.926 -2.241 0.124 0.6 0.1 -0.1
H -3.593 -2.200 -2.329 -0.3 0.0 -0.1
H -4.439 -0.645 -1.955 0.2 -0.1 0.0
H -5.022 -1.484 3.736 0.0 -0.2 0.1
H 0.332 0.739 0.683 0.0 0.0 -0.3
H -1.374 0.525 1.032 0.1 0.0 -0.1
H -3.026 3.451 0.754 0.2 -0.1 -0.2
H -2.993 5.011 2.662 -0.1 -0.1 -0.2
H -0.885 5.483 3.828 -0.2 0.0 -0.1
H 1.183 4.344 3.112 -0.1 0.1 0.0
H 1.152 2.815 1.259 -0.1 0.0 -0.1
H 1.183 -1.901 -0.151 -0.2 0.1 0.0
H 0.306 -3.113 -1.050 -0.2 0.2 -0.1
H -1.213 -3.523 0.792 0.0 0.1 0.1
H -0.524 -2.503 3.049 0.1 0.2 0.0
H -1.552 -1.508 2.057 0.2 0.2 -0.1
H 0.186 -1.117 2.151 0.1 -0.2 0.0
H -1.359 1.942 -3.259 -0.1 -0.4 -0.5
H -2.780 0.329 -3.947 0.4 0.2 -0.2
H -3.565 1.455 -1.101 -0.1 0.2 0.0
```
Positions in Å, forces in eV/Å.

## Properties
* strongest force on any atom: 1.6 eV/A
* Kohn-Sham gap: 0.25841 Eh
* HOMO energy: -4.42 eV
* spin multiplicity: 1
* E_tot: -2652.1739 Eh
* charge: -1

The net atomic charges from Mulliken, expressed in e, are: -1.17, -0.27, -0.41, -0.60, -0.92, 0.93, -0.62, -1.61, 0.99, -1.06, -0.69, -0.26, 0.55, -0.32, -0.43, 0.02, -0.23, -1.44, -0.12, -0.23, -0.16, -0.57, -0.36, -0.67, 0.28, -0.98, 0.24, -0.80, -0.27, 0.17, -0.91, 0.23, 0.32, 0.35, 0.30, 0.42, 0.38, 0.30, 0.10, 0.44, -0.20, -0.01, 0.09, 0.70, 0.45, 0.51, -0.23, 0.45, 0.38, 0.36, 0.43, 0.42, 0.24, 0.86, 0.42, 0.38, 0.35, 0.37, 0.18, 0.16, 0.44, 0.29, 0.49, 0.05, 0.10, 0.03, 0.06, 0.29

=====

3.
Entry from OMol25: 3 unconnected molecules or ions with the total composition C21H32ClNO10S at a distorted geometry (ωB97M-V with the def2-TZVPD basis set).

Geometry as XYZ:
```
66
Properties=species:S:1:pos:R:3:forces:R:3
C -2.988 -1.235 -0.169 -0.4 -1.3 0.9
O -3.518 -0.902 -1.476 1.5 1.3 0.7
C -2.886 0.296 -2.015 0.7 1.0 -0.6
C -2.228 0.066 -3.472 -0.7 0.1 -0.3
C -1.398 -1.306 -3.614 -0.7 0.1 0.1
C -0.411 -1.624 -2.382 0.5 -0.1 -0.7
C 1.163 -1.693 -2.819 -1.0 0.0 1.1
C 1.920 -2.555 -1.690 0.9 0.2 -0.9
C 2.726 -1.659 -0.607 -0.5 -0.7 0.8
C 1.805 -0.609 0.174 0.0 -0.3 -1.0
O 0.625 -1.260 0.775 0.3 0.3 2.8
C 0.430 -0.721 2.078 -0.6 -1.2 0.6
O -0.177 -1.266 3.031 2.5 2.8 -4.5
O 1.126 0.542 2.057 0.3 -2.0 1.3
C 2.421 0.148 1.476 0.7 -2.0 -1.0
C 3.263 -0.855 2.406 -0.3 -0.7 0.6
C 3.142 -0.582 3.984 0.6 -0.1 0.3
C 3.186 0.966 4.415 -0.4 -0.8 0.0
Cl 4.171 1.027 6.004 -0.9 0.2 -1.0
N 3.413 1.222 1.172 -4.9 3.7 -3.3
C 2.891 2.076 0.309 3.3 -1.4 -1.3
S 2.760 2.933 -1.122 -0.2 -2.0 4.2
H -2.646 -0.335 0.448 -0.4 -1.0 -1.0
H -2.128 -2.006 -0.253 -1.2 1.4 0.1
H -3.825 -1.748 0.441 1.2 0.8 -1.1
H -2.050 0.711 -1.336 -1.3 -0.9 -0.7
H -3.674 1.142 -2.075 1.1 -1.4 0.0
H -3.105 0.075 -4.229 1.5 -0.2 1.1
H -1.575 0.975 -3.771 -1.0 -1.4 0.8
H -2.173 -2.164 -3.680 1.3 1.4 0.1
H -0.833 -1.287 -4.620 -0.8 0.0 1.6
H -0.757 -2.637 -1.946 0.8 1.7 -0.6
H -0.447 -0.836 -1.542 -0.3 -1.3 -1.3
H 1.306 -2.109 -3.872 -0.3 0.4 1.5
H 1.546 -0.615 -2.816 -0.3 -1.4 -0.2
H 1.167 -3.268 -1.210 1.1 1.1 -0.4
H 2.708 -3.222 -2.215 -1.2 1.0 1.0
H 3.583 -1.066 -1.096 -1.3 -0.9 0.7
H 3.159 -2.414 0.157 -0.5 1.4 -1.2
H 1.312 0.041 -0.632 1.2 -0.1 1.4
H 2.911 -1.946 2.237 0.6 1.8 0.2
H 4.378 -0.784 2.113 -2.0 0.0 0.2
H 4.060 -1.082 4.484 -1.5 0.7 -1.0
H 2.215 -1.096 4.448 1.4 1.0 -0.9
H 3.745 1.650 3.696 -1.0 -1.1 1.0
H 2.106 1.295 4.624 1.9 -0.1 -0.3
C 1.487 7.312 -3.062 0.5 0.7 0.3
C 0.024 7.209 -3.370 -0.6 0.6 0.1
O -0.061 6.006 -4.121 0.5 -0.3 0.1
C 1.017 5.246 -3.785 0.1 -1.1 -0.3
O 1.165 4.102 -4.108 -0.1 0.9 0.3
O 1.905 5.954 -3.033 -0.4 -0.4 -0.3
H 1.679 7.797 -2.104 0.1 -0.2 -0.1
H 2.044 7.837 -3.844 0.0 -0.1 0.0
H -0.587 7.107 -2.468 0.1 0.0 0.0
H -0.340 8.057 -3.952 0.0 -0.2 -0.1
C -3.279 -3.184 3.547 0.8 0.4 -0.1
C -3.678 -4.353 4.396 0.5 -0.5 0.5
O -5.091 -4.227 4.471 -0.2 0.3 -0.4
C -5.488 -3.508 3.384 -1.2 0.2 -0.4
O -6.629 -3.361 3.051 1.0 -0.1 0.3
O -4.420 -2.980 2.725 -0.5 -0.3 0.3
H -2.396 -3.391 2.941 -0.2 0.1 -0.1
H -3.102 -2.280 4.137 0.0 -0.1 0.0
H -3.433 -5.312 3.930 0.0 0.1 0.0
H -3.231 -4.318 5.391 -0.2 0.0 0.0
```
Positions in Å, forces in eV/Å.

## Properties
* strongest force on any atom: 7.0 eV/A
* Kohn-Sham gap: 0.31398 Eh
* HOMO energy: -9.51 eV
* structure (SMILES): COCCCCCCC[C@H]1OC(=O)O[C@]1(CCCCl)N=C=S.O=C1OCCO1.O=C1OCCO1
* spin multiplicity: 1
* E_tot: -2484.7583 Eh

The net atomic charges from Mulliken, expressed in e, are: -0.13, -0.39, -0.32, -0.62, -0.74, 0.42, -0.57, -0.75, -0.80, -0.41, -0.27, 0.56, -0.56, -0.47, 1.43, -0.74, -0.76, -0.31, -0.23, -0.55, 0.28, -0.08, 0.22, 0.05, 0.15, 0.13, 0.31, 0.35, 0.24, 0.26, 0.31, 0.25, -0.46, 0.38, 0.27, 0.40, 0.38, 0.27, 0.29, 0.41, 0.19, 0.36, 0.53, 0.21, 0.24, 0.29, -0.30, -0.31, -0.31, 0.62, -0.51, -0.29, 0.29, 0.27, 0.26, 0.29, -0.14, -0.36, -0.32, 0.56, -0.54, -0.20, 0.20, 0.22, 0.27, 0.30

=====

4.
Entry from OMol25: a molecular structure, C4H11Cl2O4RhV at a distorted geometry (ωB97M-V with the def2-TZVPD basis set).

Geometry as XYZ:
```
23
Properties=species:S:1:pos:R:3:forces:R:3
Rh 0.046 -0.136 0.943 0.2 0.1 -0.5
Cl -0.314 1.986 -0.490 0.0 0.3 0.0
C -1.946 -0.237 1.503 -2.0 -0.1 0.6
H -1.880 -0.708 2.491 -0.5 -0.1 -0.6
H -2.497 -0.845 0.770 0.0 0.3 0.1
H -2.325 0.791 1.609 0.0 -0.4 -0.2
V 0.494 0.324 -1.910 -1.0 1.0 -0.2
C 2.368 0.787 -2.445 0.9 0.2 -0.2
C -0.718 0.104 -3.543 -0.2 0.0 -0.5
C 0.363 -1.276 -0.646 0.5 -1.0 1.0
H -1.123 -0.912 -3.594 0.0 -0.1 -0.1
H -1.565 0.800 -3.534 0.0 0.0 0.0
H -0.148 0.289 -4.459 -0.1 0.0 -0.1
H 3.060 0.013 -2.106 0.2 -0.1 0.0
H 2.452 0.873 -3.532 0.1 0.0 -0.1
H 2.693 1.738 -2.010 0.0 0.0 0.0
H -0.471 -1.998 -0.735 0.6 0.1 -0.1
H 1.394 -1.637 -0.525 -0.2 -0.7 -0.5
O -0.903 1.015 4.897 -0.5 0.5 0.8
Cl 0.016 0.003 4.557 -0.2 0.2 -5.5
O 1.335 0.276 4.910 1.7 0.3 1.6
O -0.425 -1.290 4.899 -0.3 -0.8 0.6
O 0.093 0.041 2.951 0.7 0.2 3.8
```
Positions in Å, forces in eV/Å.

## Properties
* energy relative to the best compared isomer or geometry (same formula, charge and spin): 0.0000 eV
* strongest force on any atom: 5.5 eV/A
* Kohn-Sham gap (spin up / spin down): 0.23501 / 0.28865 Eh
* HOMO energy (spin up / spin down): -3.37 / -6.17 eV
* spin multiplicity: 7
* E_tot: -2434.4662 Eh
* charge: -1

The net atomic charges from Mulliken, expressed in e, are: 0.58, -0.43, -0.93, 0.20, 0.37, 0.25, 0.52, -1.00, -0.98, -0.79, 0.22, 0.26, 0.26, 0.23, 0.28, 0.26, 0.36, 0.28, -0.56, 1.57, -0.58, -0.59, -0.78